No. 1
{
  "formula": "C15H18ClINO4Pt",
  "method": "ωB97M-V with the def2-TZVPD basis set",
  "elements": ["Pt", "C", "O", "C", "C", "O", "C", "C", "O", "C", "H", "H", "H", "H", "H", "H", "H", "H", "H", "H", "H", "H", "H", "H", "Cl", "C", "C", "C", "I", "C", "O", "C", "N", "C", "C", "C", "C", "H", "H", "H", "H"],
  "positions_angstrom": [[0.09316, -0.72303, -0.46725], [-2.11973, -1.99251, 2.58191], [-0.74192, -2.12776, 2.28015], [-0.46074, -3.27428, 1.48012], [1.00786, -3.24980, 1.07047], [1.22319, -2.54126, -0.20540], [2.63952, -2.51193, -0.57053], [2.88318, -1.49147, -1.65874], [2.92203, -0.18396, -1.10488], [2.98765, 0.84158, -2.08955], [-2.72097, -1.89068, 1.63667], [-2.20190, -1.11187, 3.18324], [-2.53121, -2.88782, 3.04030], [-1.05776, -3.31127, 0.56512], [-0.58926, -4.19412, 2.05769], [1.35138, -4.26270, 0.94929], [1.60232, -2.71754, 1.85012], [2.88574, -3.54105, -0.90806], [3.22720, -2.32673, 0.33045], [2.09541, -1.57612, -2.39261], [3.83366, -1.78927, -2.11788], [3.78445, 0.68113, -2.82541], [3.18546, 1.79241, -1.58060], [2.06772, 0.91675, -2.65108], [-2.78960, 5.44877, 0.43154], [-1.76827, 4.07106, 0.62641], [-0.78867, 4.00640, 1.59243], [0.01173, 2.88091, 1.77547], [1.45573, 2.74988, 3.22743], [-0.11810, 1.73927, 0.89999], [0.52770, 0.68348, 1.05045], [-1.14235, 1.85727, -0.13268], [-1.23252, 0.77008, -0.93641], [-2.05277, 0.82529, -1.98524], [-2.87889, 1.91898, -2.23835], [-2.85771, 3.01739, -1.38147], [-1.95930, 3.01091, -0.30074], [-0.70724, 4.80415, 2.27537], [-2.06389, -0.05943, -2.64801], [-3.55133, 1.87877, -3.10835], [-3.45097, 3.87013, -1.60141]],
  "lowdin_spin": [0.816, 0.000, -0.001, 0.003, 0.002, 0.047, 0.003, 0.007, 0.001, 0.000, 0.000, 0.000, 0.000, 0.003, 0.000, 0.000, 0.000, 0.000, 0.000, 0.006, 0.000, 0.000, 0.000, 0.000, 0.074, 0.201, -0.020, 0.201, 0.076, 0.073, 0.339, 0.052, 0.034, 0.036, -0.003, 0.028, 0.013, -0.004, 0.009, -0.001, 0.002],
  "charge": 1,
  "spin_multiplicity": 3,
  "fmax_ev_per_a": 1.788,
  "gap_ha": [0.266, 0.209],
  "de_lowest_ev": 0.1551
}

No. 2
{
  "formula": "C15H18N4O2S",
  "method": "ωB97M-V with the def2-TZVPD basis set",
  "elements": ["C", "C", "C", "C", "C", "N", "N", "C", "S", "C", "C", "O", "C", "C", "C", "C", "C", "C", "N", "N", "C", "O", "H", "H", "H", "H", "H", "H", "H", "H", "H", "H", "H", "H", "H", "H", "H", "H", "H", "H"],
  "positions_angstrom": [[3.83363, 0.88704, -0.08754], [2.39455, 1.41512, -0.03477], [2.31137, 2.76777, -0.75386], [1.95338, 1.57621, 1.42005], [1.48870, 0.43339, -0.73935], [0.52435, -0.10565, -0.06267], [-0.32903, -0.94331, -0.61380], [-0.22280, -1.25315, -1.87545], [-1.44780, -2.27060, -2.56970], [-2.48179, -2.35580, -1.07812], [-2.66668, -0.94571, -0.51342], [-2.86580, -0.00545, -1.24957], [-2.69168, -0.83144, 0.96213], [-3.09054, -1.87144, 1.79759], [-3.09563, -1.69249, 3.16890], [-2.69088, -0.48688, 3.71852], [-2.29961, 0.55391, 2.89196], [-2.31122, 0.38681, 1.52153], [0.76063, -0.77101, -2.66083], [0.90408, -1.17884, -3.97996], [1.70896, 0.13396, -2.14728], [2.56738, 0.55779, -2.90043], [4.16288, 0.77864, -1.11711], [3.90184, -0.07910, 0.40837], [4.49785, 1.58384, 0.41765], [1.28812, 3.13808, -0.74984], [2.64849, 2.67508, -1.78239], [2.94377, 3.49152, -0.24573], [0.93263, 1.94395, 1.46848], [1.98969, 0.62140, 1.93633], [2.60910, 2.27981, 1.92681], [-1.99745, -3.02315, -0.36950], [-3.43972, -2.76270, -1.40386], [-3.42490, -2.81142, 1.38401], [-3.41408, -2.49904, 3.81306], [-2.68525, -0.35868, 4.79093], [-1.98817, 1.49558, 3.31875], [-2.01176, 1.18487, 0.86056], [0.04972, -1.02245, -4.50968], [1.68368, -0.63645, -4.36078]],
  "lowdin_charge": [-0.036, -0.544, -0.035, -0.059, -0.138, 0.136, 0.020, -0.558, 1.028, -0.367, -0.473, 0.066, -0.172, -0.033, -0.080, -0.083, -0.070, -0.025, -0.059, 0.107, -0.329, 0.067, 0.076, 0.090, 0.086, 0.090, 0.075, 0.086, 0.074, 0.081, 0.085, 0.079, 0.095, 0.109, 0.102, 0.102, 0.104, 0.115, 0.090, 0.097],
  "fmax_ev_per_a": 1.100,
  "gap_ha": 0.343,
  "de_lowest_ev": 3.2448
}

No. 3
{
  "formula": "C15H18N4O3S",
  "method": "ωB97M-V with the def2-TZVPD basis set",
  "elements": ["C", "C", "O", "C", "C", "C", "C", "N", "N", "C", "N", "N", "C", "S", "C", "C", "O", "C", "C", "C", "O", "C", "C", "H", "H", "H", "H", "H", "H", "H", "H", "H", "H", "H", "H", "H", "H", "H", "H", "H", "H"],
  "positions_angstrom": [[-3.77086, -3.88192, 0.85298], [-3.11716, -2.52851, 1.07250], [-2.22384, -2.29539, -0.01462], [-1.55366, -1.09784, 0.00060], [-0.17043, -1.14342, 0.00903], [0.56694, 0.03908, 0.00125], [2.00931, -0.01737, -0.01119], [2.68407, -1.11147, -0.03371], [3.99128, -0.85997, -0.04188], [5.15984, -1.54930, -0.06285], [6.15258, -0.70469, -0.05853], [5.68602, 0.55264, -0.03509], [4.38685, 0.46371, -0.02507], [2.99283, 1.47223, 0.00339], [-0.09906, 1.25673, 0.03988], [-1.48969, 1.32613, 0.02006], [-1.98494, 2.58785, 0.01104], [-3.28858, 2.88641, 0.49187], [-3.47441, 2.50402, 1.95428], [-2.23156, 0.13414, -0.05656], [-3.60592, 0.17520, -0.17150], [-4.13378, -0.39283, -1.36821], [-3.75295, 0.41134, -2.60515], [-4.43079, -4.10945, 1.68510], [-3.00920, -4.65302, 0.77840], [-4.34787, -3.87564, -0.06794], [-2.54408, -2.52703, 2.01040], [-3.87678, -1.74057, 1.13070], [0.32789, -2.09804, 0.01796], [5.24386, -2.61409, -0.08030], [0.44584, 2.18786, 0.06121], [-3.35633, 3.97129, 0.37144], [-4.05716, 2.41176, -0.12324], [-4.43114, 2.87744, 2.30791], [-3.45825, 1.42322, 2.06855], [-2.67963, 2.93519, 2.55877], [-3.79997, -1.42936, -1.48244], [-5.21588, -0.37840, -1.21486], [-4.22128, -0.02828, -3.48126], [-2.67316, 0.40363, -2.74261], [-4.08341, 1.44336, -2.50977]],
  "lowdin_charge": [-0.060, -0.237, -0.067, -0.194, 0.064, -0.221, -0.478, 0.121, -0.105, -0.136, 0.000, 0.009, -0.618, 1.114, 0.034, -0.188, -0.028, -0.227, -0.052, -0.140, -0.097, -0.217, -0.047, 0.077, 0.078, 0.075, 0.131, 0.117, 0.126, 0.116, 0.102, 0.125, 0.107, 0.080, 0.069, 0.083, 0.117, 0.129, 0.079, 0.082, 0.077],
  "fmax_ev_per_a": 1.733,
  "gap_ha": 0.317,
  "de_lowest_ev": 3.8950
}